{
  "formula": "C25H22BaN4O4SbSe",
  "method": "the ωB97M-V functional and the def2-TZVPD basis",
  "relative_energy_kcal_mol": 24.63,
  "e_homo_ev": -4.81,
  "e_tot_ev": -113008.1146,
  "molar_mass_g_mol": 780.52,
  "largest_force_ev_per_a": 5.59,
  "charge": -1,
  "symbols": ["Ba", "C", "C", "C", "C", "C", "C", "N", "Sb", "C", "C", "C", "C", "C", "C", "N", "C", "C", "C", "C", "C", "C", "N", "H", "H", "H", "H", "H", "H", "H", "H", "H", "H", "H", "H", "H", "H", "H", "H", "H", "H", "N", "C", "C", "C", "C", "C", "C", "C", "H", "H", "H", "H", "O", "Se", "O", "O", "O"],
  "coordinates": [[-0.48188, 0.24138, -0.24709], [2.92221, -1.53345, 1.56562], [1.68462, -1.50566, 2.40750], [1.65999, -1.96417, 3.72077], [0.47224, -1.89506, 4.42182], [-0.66477, -1.38624, 3.80929], [-0.58849, -0.93762, 2.48999], [0.58559, -1.00539, 1.83763], [-2.70775, -0.34356, 1.73170], [-2.53653, -1.76520, -0.06694], [-3.72128, -2.42675, -0.34843], [-3.79993, -3.19759, -1.49742], [-2.70738, -3.29791, -2.33419], [-1.52807, -2.66251, -1.97267], [-0.29094, -2.71729, -2.81299], [-1.45194, -1.95583, -0.83748], [-2.11674, 1.85348, 1.44381], [-3.16810, 2.73358, 1.63183], [-2.98182, 4.06618, 1.29420], [-1.76337, 4.48846, 0.80421], [-0.72002, 3.57447, 0.72619], [0.64302, 3.94411, 0.23074], [-0.89356, 2.29497, 1.08966], [3.74530, -2.03796, 2.07254], [2.73883, -2.03658, 0.61506], [3.24957, -0.52701, 1.29649], [2.55951, -2.36460, 4.17012], [0.42558, -2.24550, 5.44671], [-1.59717, -1.34871, 4.36006], [-4.59642, -2.27797, 0.26761], [-4.73395, -3.67752, -1.76175], [-2.74791, -3.84572, -3.26619], [-0.34678, -3.50527, -3.56396], [-0.13022, -1.77478, -3.34318], [0.59651, -2.88618, -2.20275], [-4.14286, 2.37725, 1.93214], [-3.81250, 4.75750, 1.36399], [-1.60198, 5.50630, 0.47441], [0.72757, 5.01433, 0.04311], [1.40917, 3.66022, 0.95377], [0.89161, 3.42626, -0.69881], [7.68808, 0.09772, -2.19139], [6.54736, 0.18726, -2.05592], [5.11653, 0.29702, -1.87782], [4.25780, -0.60783, -2.50046], [2.88855, -0.48267, -2.29861], [2.27758, 0.49840, -1.49023], [3.21066, 1.38469, -0.91248], [4.58890, 1.31033, -1.08005], [4.66987, -1.38998, -3.12877], [2.26999, -1.21623, -2.81778], [2.86556, 2.19511, -0.26870], [5.25847, 2.01915, -0.60484], [-4.62772, -0.02550, -2.43509], [-4.10764, 1.01372, -1.28558], [-4.42214, 0.39173, 0.30156], [-2.34762, 0.94797, -1.17746], [-4.61318, 2.56266, -1.42348]],
  "forces_ev_per_angstrom": [[5.2334, 0.2651, -1.9588], [0.2442, -0.0446, -0.1088], [-0.1024, 0.0810, 0.1071], [0.1111, 0.0280, -0.1626], [-0.1679, -0.0098, 0.1456], [0.2219, -0.0484, 0.0590], [-0.1319, -0.1622, 0.2548], [-0.2244, -0.2043, 0.2896], [-0.9032, 0.0099, 0.1520], [0.2462, -0.1320, 0.0380], [-0.1332, 0.0506, 0.0026], [-0.1348, 0.0138, 0.0650], [0.2397, 0.0078, -0.0856], [-0.1609, -0.1037, 0.4238], [0.2185, -0.0362, -0.1882], [-1.0446, -1.0298, 0.0281], [0.2856, -0.0733, 0.2453], [-0.0976, 0.0799, -0.1098], [-0.2041, -0.0448, 0.0566], [0.2751, -0.0294, -0.0404], [-0.1621, -0.2216, 0.3474], [0.2403, 0.1347, -0.0433], [-0.9664, 0.8650, 0.8335], [-0.0429, -0.0030, 0.0375], [-0.0776, -0.0236, 0.0296], [-0.0889, 0.0320, 0.0620], [-0.0128, -0.0043, 0.0136], [0.0063, 0.0001, 0.0038], [-0.0344, 0.0280, -0.0594], [-0.0003, 0.0500, 0.0147], [0.0045, 0.0009, 0.0159], [-0.0771, -0.0256, 0.0109], [-0.0577, -0.0082, 0.0250], [-0.0883, 0.0471, 0.0517], [-0.0501, -0.0109, 0.0820], [0.0028, -0.0412, -0.0366], [0.0145, -0.0051, 0.0063], [-0.0600, 0.0100, 0.0193], [-0.0521, -0.0032, 0.0244], [-0.0555, -0.0022, 0.0564], [-0.1141, -0.0705, -0.0158], [-0.0495, 0.0065, 0.0002], [-0.2817, 0.0060, 0.0369], [0.5317, -0.0426, -0.0672], [-0.0932, 0.1300, 0.0991], [-0.0107, -0.1712, -0.1301], [-0.0283, 0.0269, 0.0289], [0.1039, 0.1265, 0.1532], [-0.1528, -0.0966, -0.0770], [-0.0152, 0.0036, 0.0072], [-0.0086, 0.0467, 0.0485], [-0.0423, -0.0613, -0.0307], [-0.0199, -0.0044, 0.0046], [0.2808, 0.7067, 0.8356], [1.7346, -0.3453, 0.9462], [0.0154, 0.4402, -0.9778], [-4.3475, 1.0012, -1.7368], [0.2847, -1.1389, 0.1672]],
  "lowdin_charge": [1.889, -0.023, -0.332, -0.038, -0.080, -0.151, -0.439, -0.093, 1.450, -0.436, -0.126, -0.052, -0.023, -0.328, -0.030, -0.153, -0.452, -0.127, -0.048, -0.021, -0.334, -0.031, -0.151, 0.075, 0.082, 0.077, 0.106, 0.102, 0.070, 0.095, 0.111, 0.110, 0.077, 0.088, 0.076, 0.096, 0.113, 0.109, 0.077, 0.081, 0.075, 0.111, -0.211, -0.276, -0.073, -0.189, -0.229, -0.198, -0.076, 0.102, 0.052, 0.051, 0.103, -0.478, 0.874, -0.679, -0.892, -0.482]
}